DFT (ωB97M-V with the def2-TZVPD basis set) results for a molecular structure, C21H20N2O8SSiSn.

```
54
Properties=species:S:1:pos:R:3:forces:R:3
Sn 0.5142 -0.9733 -0.2105 -0.076 -0.208 -0.057
O -5.9406 -0.6000 0.1980 -0.006 -0.001 -0.005
C -4.6114 -0.5300 0.0093 0.015 0.008 0.003
C -4.0367 -0.3275 -1.2457 0.017 0.003 0.020
C -2.6606 -0.2691 -1.3246 -0.009 0.016 0.003
N -1.8741 -0.4256 -0.2639 0.018 0.067 0.114
C -2.4246 -0.5912 0.9388 0.052 -0.040 -0.017
C -3.7893 -0.6423 1.1265 -0.013 -0.008 -0.006
C -1.4577 -0.6886 2.1202 -0.059 0.092 -0.026
O -1.9142 -0.7236 3.2406 0.022 -0.035 -0.013
O -0.2001 -0.7132 1.7973 0.051 0.042 -0.130
C -1.9940 0.1027 -2.6266 -0.020 0.065 0.036
O -2.5795 0.0938 -3.6703 -0.002 -0.026 -0.004
O -0.7162 0.4814 -2.4770 0.043 -0.027 -0.042
H -6.4069 -0.5130 -0.6414 -0.001 0.000 0.001
H -4.6270 -0.1933 -2.1431 -0.001 -0.003 -0.001
H -4.1916 -0.7663 2.1216 -0.004 0.002 -0.002
C 1.3329 2.3576 -3.1668 0.050 0.005 -0.007
Si -0.1978 2.1014 -2.1808 0.054 -0.020 0.095
C -1.6270 3.1762 -2.6813 -0.022 -0.001 -0.015
C 0.0794 2.2053 -0.3287 -0.064 0.045 -0.015
C 1.3535 2.0963 0.2458 -0.010 0.023 -0.015
C 1.5288 2.1814 1.6247 0.002 0.015 0.027
C 0.4401 2.3988 2.4496 -0.031 0.001 -0.002
C -0.8307 2.5431 1.8998 0.028 -0.017 0.028
C -1.0045 2.4457 0.5317 0.016 -0.012 -0.038
H 1.7407 3.3558 -2.9910 -0.026 0.007 -0.001
H 1.1181 2.2555 -4.2317 0.000 0.002 -0.007
H 2.0921 1.6249 -2.8898 -0.028 -0.005 -0.019
H -1.3832 4.2247 -2.4990 0.000 0.003 0.000
H -2.5379 2.9478 -2.1230 -0.004 0.009 -0.007
H -1.8473 3.0529 -3.7430 0.001 0.001 0.000
H 2.2254 1.9428 -0.3731 -0.013 0.030 0.012
H 2.5249 2.0772 2.0353 0.013 0.007 -0.019
H 0.5711 2.4537 3.5224 0.000 -0.001 0.002
H -1.6830 2.7162 2.5444 -0.001 0.003 0.005
H -2.0048 2.5556 0.1248 -0.003 0.003 0.002
N 1.4365 -4.7102 2.5798 0.014 0.002 -0.042
C 2.1245 -3.7594 1.8426 0.025 0.082 0.100
C 2.3779 -2.4934 2.3759 -0.051 -0.093 0.040
C 2.9805 -1.5144 1.6053 0.004 0.061 0.005
C 3.3475 -1.7788 0.2909 -0.044 0.024 0.075
C 3.1321 -3.0465 -0.2379 0.030 -0.060 -0.040
C 2.5252 -4.0263 0.5280 0.036 0.002 -0.053
S 3.7775 -0.4306 -0.7791 0.145 -0.131 0.011
O 2.4304 -0.1291 -1.3848 -0.133 0.021 0.001
O 4.2069 0.6532 0.0739 0.031 0.017 -0.014
O 4.6984 -0.9310 -1.7615 -0.039 0.064 -0.002
H 1.5962 -5.6721 2.3323 -0.001 -0.005 -0.004
H 1.3892 -4.5540 3.5725 0.013 -0.003 0.007
H 2.0713 -2.2621 3.3883 -0.021 -0.025 0.001
H 3.1584 -0.5268 2.0111 -0.003 0.008 0.010
H 3.4237 -3.2453 -1.2616 -0.005 -0.011 0.006
H 2.3432 -5.0073 0.1047 0.006 0.002 0.001
```
Positions in Å, forces in eV/Å.

Output
- E_LUMO (eV) = -0.71
- total charge = 0
- Kohn-Sham gap (eV) = 7.8
- energy above the lowest of the compared OMol25 structures with the same formula, charge and spin (kJ/mol) = 5.5